45
Properties=species:S:1:pos:R:3 method="wB97M-V/def2-TZVPD" total_charge=0 gap_ev=8.88 e_homo_ev=-8.24
F -0.058 3.165 -1.446
F 0.770 2.325 0.345
F 2.025 3.432 -1.004
O -3.252 -1.583 -2.768
O 4.659 -1.332 -0.611
N -0.867 0.287 -1.965
N 0.371 0.258 -1.441
N 1.740 -0.997 0.030
N -3.799 -0.810 -0.713
C 2.737 0.711 -1.372
C 1.016 2.546 -0.955
C 4.885 -0.442 1.414
C 0.523 -0.747 -0.544
C -2.923 -1.056 -1.726
C -2.678 1.259 2.754
C -2.445 1.815 1.507
C -0.688 -1.406 -0.489
C 2.742 0.060 0.020
C -2.825 1.142 0.361
C -3.676 -0.658 1.710
C 5.829 -1.749 -0.104
C -1.512 -0.711 -1.397
C -3.427 -0.110 0.456
C 4.084 -0.534 0.313
C 1.353 1.256 -1.730
C 6.026 -1.235 1.139
C -3.302 0.027 2.852
C -5.173 -1.246 -0.847
H 6.868 -1.394 1.780
H -4.150 -1.624 1.790
H -2.658 1.579 -0.611
H -5.383 -2.100 -0.200
H 3.479 1.508 -1.411
H -5.850 -0.429 -0.596
H -3.494 -0.407 3.822
H -0.943 -2.262 0.100
H 1.293 1.523 -2.794
H -2.381 1.788 3.648
H -1.970 2.780 1.425
H 3.004 -0.055 -2.102
H -5.320 -1.543 -1.884
H 6.425 -2.398 -0.715
H 4.690 0.121 2.303
H 1.717 -1.568 0.861
H 2.539 0.815 0.797

=====

44
Properties=species:S:1:pos:R:3 method="wB97M-V/def2-TZVPD" total_charge=0 gap_ev=2.73 e_homo_ev=-6.02
F 5.436 -0.895 1.610
F -0.369 -0.663 -4.964
F 4.270 -0.163 -4.048
O -2.912 -0.573 -0.475
O -1.575 1.900 1.608
O -0.945 -0.898 2.433
O -2.002 1.893 -0.652
O -3.011 -1.715 1.988
C 0.334 -0.275 -2.727
C 1.961 -0.474 -4.542
C 1.977 -0.077 0.695
C 4.124 -0.491 1.728
C -1.821 3.310 -0.800
C 2.712 0.062 -2.274
C -1.948 -0.923 1.728
C 1.540 0.433 1.954
C -1.827 1.321 0.563
C 2.359 0.421 3.065
C -2.080 -0.141 0.473
C -2.841 -2.651 3.070
C 1.066 -0.079 -0.396
C 3.307 -0.588 0.615
C 2.962 -0.188 -3.612
C 3.689 -0.017 2.965
C 0.649 -0.461 -4.059
C -4.319 -0.101 -0.360
C 1.385 -0.096 -1.770
H 4.362 0.005 3.821
H 3.524 0.348 -1.608
H 0.526 0.834 2.013
H -2.217 3.865 0.060
H -3.548 -3.462 2.884
H -3.069 -2.165 4.026
H -4.869 -0.797 -0.987
H -0.756 3.529 -0.941
H -1.811 -3.019 3.085
H 3.671 -1.061 -0.295
H -2.376 3.566 -1.707
H -4.641 -0.129 0.685
H 0.000 -0.089 -0.147
H -0.699 -0.294 -2.380
H -4.371 0.914 -0.764
H 1.960 0.753 4.026
H 2.195 -0.671 -5.585

=====

45
Properties=species:S:1:pos:R:3 method="wB97M-V/def2-TZVPD" total_charge=+2 gap_ev="5.24 / 5.24" e_homo_ev="-14.45 / -14.45"
Mo 0.039 -1.044 -0.191
S -1.530 -5.052 -0.635
S -2.123 -2.016 0.012
S 0.756 -6.795 -1.478
N 0.067 -3.067 -0.648
N 0.249 -0.344 -1.888
N 0.394 0.445 -4.163
N 1.498 0.416 -6.375
N 0.866 -4.135 -0.966
C 2.272 -3.110 -2.663
C 0.557 0.953 1.015
C 3.361 -1.665 0.974
C -1.199 -3.415 -0.443
C 2.164 -3.905 -1.530
C 0.995 -1.675 1.908
C 3.523 -2.900 -3.225
C -1.152 -1.648 3.238
C 3.270 -4.536 -0.982
C -0.460 0.235 1.680
C 2.017 -1.030 1.135
C 0.295 2.344 0.528
C 0.369 0.029 -3.055
C 0.208 -5.358 -1.048
C 0.985 0.428 -5.347
C 1.788 0.308 0.764
C -0.179 -1.034 2.286
C 4.642 -3.510 -2.672
C 4.514 -4.335 -1.562
H 0.977 2.631 -0.268
H 0.444 3.033 1.364
H -0.912 -1.278 4.239
H 1.376 -2.709 -3.122
H -2.178 -1.363 3.017
H 3.155 -5.189 -0.127
H 4.008 -1.065 0.338
H 3.626 -2.296 -4.117
H -1.072 -2.734 3.257
H 2.561 0.834 0.217
H 1.184 -2.687 2.246
H 3.824 -1.746 1.960
H -1.407 0.718 1.881
H -0.734 2.463 0.191
H 5.614 -3.363 -3.123
H 3.291 -2.663 0.552
H 5.384 -4.831 -1.152

=====

47
Properties=species:S:1:pos:R:3 method="wB97M-V/def2-TZVPD" total_charge=0 gap_ev=7.98 e_homo_ev=-8.45
S 1.264 2.808 -2.829
S 2.974 1.362 -0.818
Al 0.843 2.160 -0.678
O -1.348 0.209 -1.098
O -0.431 -0.117 0.961
N 1.071 3.949 0.244
N 6.281 1.674 -2.354
N -0.283 5.243 -1.130
N 3.793 3.871 -5.267
C -3.729 -4.991 1.696
C -2.474 -2.012 -1.240
C 2.019 3.878 1.212
C -1.454 -4.904 2.693
C -1.748 -5.904 0.444
C 3.866 3.248 -4.301
C -1.718 -1.031 -0.636
C -2.621 -3.206 -0.548
C 5.242 2.040 -2.690
C 0.788 5.149 -0.308
C 2.774 4.948 1.597
C 1.554 6.280 0.022
C -2.239 -4.792 1.383
C 2.851 2.248 -2.329
C -1.157 -1.231 0.614
C 3.956 2.500 -3.094
C 2.550 6.170 0.955
C -1.308 -2.414 1.308
C -2.046 -3.433 0.709
B -0.537 0.763 -0.112
H -1.587 -5.903 3.110
H 3.533 4.836 2.355
H 3.160 7.028 1.204
H -0.842 -2.524 2.277
H -1.858 -6.879 0.922
H -0.386 -4.747 2.528
H -2.307 -5.923 -0.491
H -3.888 -5.954 2.187
H -4.083 -4.202 2.362
H 2.157 2.898 1.652
H 1.347 7.219 -0.474
H -4.334 -4.964 0.790
H -0.671 4.392 -1.495
H -3.199 -3.990 -1.020
H -2.917 -1.858 -2.215
H -1.808 -4.183 3.432
H -0.694 -5.757 0.204
H -0.354 6.044 -1.733